Computed, not measured: a structure of composition C48H51F5IrN8O3SSi2, with the ωB97M-V functional and the def2-TZVPD basis.

Geometry as XYZ:
```
119
Properties=species:S:1:pos:R:3:mulliken_charge:R:1
Ir 2.03387 0.87998 -1.98351 1.997
N 0.45314 -0.30334 -0.86020 0.097
N 1.12697 -1.47310 -0.49036 0.040
C 2.53143 -1.66967 -0.55898 0.345
O 2.98503 -2.64105 -0.01449 -0.719
O 3.17484 -0.73571 -1.19760 -0.884
H 0.22806 0.12848 0.09091 -0.189
H -0.39580 -0.46468 -1.48983 0.372
H 0.51295 -2.18064 -0.16334 0.027
N -3.04920 -1.51116 0.14751 -0.083
C -3.11883 -1.20605 -1.09827 -0.344
N -2.04947 -0.99297 -2.11509 -0.126
C -2.54622 -1.16602 -3.36986 -0.789
C -1.77888 -1.19665 -4.53224 0.219
C -2.26798 -1.38059 -5.82453 -0.514
C -3.67293 -1.36364 -5.93595 -0.475
C -4.46243 -1.33327 -4.86121 -0.684
C -3.87702 -1.30545 -3.47481 1.072
S -4.76311 -1.10725 -2.09111 -0.283
H -1.70513 -1.97406 1.47475 -0.013
H -3.96836 -1.58899 0.72023 0.187
H -0.67399 -1.23381 -4.45508 0.410
H -1.71201 -1.38419 -6.79158 0.253
H -4.07409 -1.15181 -6.91292 0.359
H -5.53999 -1.06379 -4.87353 0.295
F 2.26134 1.20452 1.17887 -0.106
C 2.81775 2.36083 0.58492 0.256
C 2.81310 2.43818 -0.80498 -0.862
C 3.49777 3.54631 -1.37840 0.589
F 3.50122 3.80704 -2.66317 -0.320
C 4.06232 4.52337 -0.55304 0.120
F 4.70235 5.58097 -0.92997 -0.305
C 4.00048 4.29160 0.81519 0.700
F 4.44581 5.21806 1.63720 -0.333
C 3.47920 3.17018 1.39757 0.000
F 3.55825 2.92993 2.66413 -0.304
C -0.98493 2.68966 1.73345 -0.512
N -2.32196 2.94016 2.06314 0.405
C -3.28754 2.03729 1.38303 -0.320
N -3.15812 2.20221 -0.02488 0.258
C -1.81972 1.81034 -0.38718 0.406
N -0.83048 2.71148 0.24523 0.510
C -1.17011 4.04026 -0.23250 -0.808
N -2.51494 4.49536 0.13192 -0.104
C -2.66008 4.24298 1.63876 -0.876
C -3.43352 3.54811 -0.54226 -0.584
H -0.51367 1.76221 2.17042 -0.714
H -0.36341 3.54125 2.02350 0.828
H -4.22203 2.33838 1.79441 0.587
H -3.11094 0.98094 1.65877 -0.341
H -1.59659 1.80861 -1.48724 0.172
H -1.78935 0.77008 -0.05727 -1.144
H -0.96626 4.01224 -1.29912 0.417
H -0.44430 4.77004 0.20031 0.308
H -3.74028 4.47667 1.97309 0.285
H -1.95907 4.98128 2.04458 0.468
H -3.22567 3.56308 -1.59362 0.421
H -4.47771 3.78057 -0.33269 0.290
C 0.87679 -4.00740 3.75379 -1.783
C 0.65264 -2.49316 4.14270 2.441
C 0.77671 -2.46000 5.82848 -1.719
C 1.80622 -1.65746 3.55964 -2.012
Si -1.02975 -1.86890 3.75386 -0.969
O -1.21374 -1.31920 2.20634 0.424
C -2.46768 -3.13448 3.85889 0.475
C -2.94027 -3.43871 5.10793 -0.070
C -3.98353 -4.36904 5.27844 -0.890
C -4.44971 -5.09307 4.15369 -0.480
C -3.91068 -4.87568 2.93557 -0.789
C -2.90906 -3.87111 2.76717 -0.399
C -1.56817 -0.30606 4.63040 0.793
C -2.90850 -0.01325 4.86704 -0.186
C -3.25353 1.10251 5.61409 -0.783
C -2.24606 2.00552 6.08296 -0.550
C -0.95303 1.70492 5.85637 -0.719
C -0.59521 0.55901 5.18511 -0.186
H 1.91684 -4.23255 3.84717 0.607
H 0.53234 -4.15256 2.70213 0.283
H 0.34836 -4.67817 4.45928 0.389
H 1.51037 -3.17132 5.99063 0.655
H -0.09557 -2.75307 6.30596 0.368
H 1.12871 -1.52947 6.36691 0.228
H 2.70986 -2.11492 3.96468 0.521
H 1.77975 -0.64565 3.89014 0.460
H 1.86689 -1.72840 2.49047 0.272
H -2.76527 -2.76084 5.92473 0.351
H -4.48896 -4.33255 6.19301 0.437
H -5.16038 -5.92551 4.26879 0.347
H -4.10505 -5.42309 2.01821 0.395
H -2.71255 -3.74254 1.76245 0.515
H -3.72312 -0.68812 4.62762 0.412
H -4.29928 1.29758 5.92716 0.317
H -2.51851 2.94221 6.50798 0.430
H -0.19203 2.41244 6.15944 0.412
H 0.40101 0.24111 4.89272 0.095
C 2.35565 -3.39431 -6.41355 -0.519
C 3.28972 -3.05395 -5.38034 -0.836
C 3.15215 -1.88288 -4.61619 -0.405
C 2.33440 -0.85254 -5.07562 0.575
C 1.49400 -1.22111 -6.16783 -0.277
C 1.47333 -2.45225 -6.82093 -0.409
Si 2.37309 0.80413 -4.37740 0.132
C 4.20969 1.31186 -4.37072 0.341
C 5.21909 0.84696 -3.50823 0.555
C 6.56397 1.25013 -3.54480 -0.920
C 6.99960 2.23350 -4.38099 -0.557
C 6.02489 2.67795 -5.29232 -0.465
C 4.67394 2.28363 -5.25774 -0.679
H 2.45802 -4.37791 -6.78195 0.445
H 3.99916 -3.76689 -5.06147 0.424
H 3.85152 -1.65532 -3.88274 0.445
H 0.66116 -0.56223 -6.42642 0.364
H 0.83654 -2.41729 -7.71617 0.365
H 1.56938 1.72120 -5.15605 -0.274
H 4.96245 0.10448 -2.73509 0.209
H 7.35521 0.98063 -2.82234 0.287
H 7.99472 2.52395 -4.39829 0.555
H 6.28243 3.37186 -6.16456 0.229
H 4.10921 2.89259 -5.92128 0.365
```

Summary:
- Spin multiplicity: 6
- E: -111674.8626 eV
- Expectation value of S²: 8.80
- Kohn-Sham gap (alpha / beta): 7.41 / 5.34 eV